# 1
{
  "formula": "C18H12N2O4Rh",
  "method": "the ωB97M-V functional and the def2-TZVPD basis",
  "s2": 6.0182,
  "e_homo_ev": [-12.16, -12.29],
  "de_lowest_kcal_mol": 0.0,
  "fmax_ha_per_bohr": 0.0032,
  "multiplicity": 5,
  "lumo_ev": [-3.980, -6.394],
  "total_charge": 1,
  "elements": ["Rh", "O", "C", "C", "C", "C", "C", "C", "C", "O", "N", "O", "O", "H", "H", "H", "H", "C", "C", "C", "C", "N", "C", "C", "C", "C", "C", "C", "C", "H", "H", "H", "H", "H", "H", "H", "H"],
  "positions_angstrom": [[-0.556335, 0.571704, -0.607184], [-1.164313, -1.471259, -0.910382], [-0.436316, -2.385519, -1.313426], [0.953370, -2.297919, -1.674213], [1.560887, -3.489538, -2.099564], [2.876008, -3.480444, -2.474002], [3.637155, -2.312730, -2.457307], [3.059490, -1.134088, -2.051765], [1.714199, -1.096931, -1.648140], [1.224680, 0.065289, -1.269278], [3.503216, -4.742197, -2.910639], [4.667507, -4.692922, -3.237034], [2.805961, -5.733504, -2.907596], [-0.898265, -3.375279, -1.409069], [1.002162, -4.415458, -2.135035], [4.671289, -2.354665, -2.768661], [3.620623, -0.210684, -2.032231], [-0.099339, -0.259557, 3.798192], [-0.828492, 0.787580, 4.342460], [-1.427436, 1.713204, 3.506183], [-1.290051, 1.582154, 2.130425], [-0.576041, 0.561336, 1.623251], [-0.000334, -0.335229, 2.424416], [-1.876669, 2.507979, 1.135028], [-2.672925, 3.590932, 1.489230], [-3.165748, 4.444060, 0.511901], [-2.865879, 4.236331, -0.827044], [-2.071838, 3.160587, -1.200345], [-1.602791, 2.287506, -0.225377], [0.383451, -0.999397, 4.419231], [-0.930149, 0.883524, 5.414930], [-1.994350, 2.531372, 3.923300], [0.556017, -1.128562, 1.940631], [-2.916574, 3.785106, 2.524700], [-3.782102, 5.284080, 0.801657], [-3.245115, 4.912947, -1.580897], [-1.834944, 3.010209, -2.246363]],
  "forces_ev_per_a": [[0.00, -0.09, -0.06], [-0.04, 0.02, 0.03], [0.03, 0.02, 0.00], [0.01, -0.03, -0.03], [0.01, 0.01, 0.00], [-0.01, -0.01, 0.00], [0.00, 0.01, 0.00], [-0.04, 0.01, 0.02], [0.02, -0.01, 0.03], [0.02, 0.02, -0.02], [-0.02, -0.01, 0.01], [0.01, 0.00, 0.00], [0.00, -0.01, 0.00], [0.02, -0.01, -0.01], [0.00, -0.01, 0.00], [0.00, 0.00, 0.00], [0.00, 0.00, 0.00], [0.00, 0.00, 0.00], [0.00, 0.00, -0.01], [0.00, -0.01, 0.00], [0.00, 0.01, 0.03], [-0.01, 0.03, 0.00], [0.01, -0.03, -0.01], [0.01, -0.02, -0.01], [0.01, -0.01, -0.02], [0.00, 0.00, -0.01], [-0.02, 0.03, 0.01], [0.04, -0.05, 0.00], [-0.07, 0.14, 0.05], [0.00, 0.00, 0.00], [0.00, 0.00, 0.00], [0.00, 0.00, -0.01], [0.00, 0.00, 0.01], [0.00, 0.00, 0.01], [0.00, 0.00, 0.00], [0.00, 0.00, 0.00], [0.00, 0.00, 0.00]],
  "lowdin_charge": [1.38, -0.08, -0.14, -0.11, 0.07, -0.12, 0.05, 0.04, -0.30, -0.19, -0.35, 0.11, 0.10, 0.15, 0.14, 0.13, 0.13, -0.03, -0.02, 0.02, -0.21, 0.00, -0.10, -0.19, -0.01, -0.04, -0.06, -0.10, -0.20, 0.12, 0.12, 0.12, 0.12, 0.11, 0.12, 0.12, 0.10]
}

=====

# 2
{
  "formula": "C18H13F2NO",
  "method": "the ωB97M-V functional and the def2-TZVPD basis",
  "e_homo_ev": -6.49,
  "de_lowest_kcal_mol": 53.8,
  "fmax_ha_per_bohr": 0.0351,
  "lumo_ev": -3.071,
  "elements": ["F", "C", "C", "C", "C", "C", "C", "C", "C", "C", "C", "C", "F", "C", "C", "H", "H", "H", "H", "H", "H", "H", "H", "H", "N", "C", "O", "C", "C", "C", "C", "H", "H", "H", "H"],
  "positions_angstrom": [[-3.633856, -3.927833, -1.059023], [-2.484538, -3.447456, -0.472657], [-1.550509, -4.369005, -0.003852], [-0.374984, -3.864264, 0.576540], [-0.140131, -2.502305, 0.635312], [-1.108882, -1.556325, 0.175160], [-0.774674, -0.191289, 0.323940], [-1.416296, 0.996239, -0.098776], [-0.827486, 2.218928, 0.344852], [-1.407801, 3.442971, 0.087268], [-2.631051, 3.528044, -0.596497], [-3.190248, 2.338567, -1.063623], [-4.420783, 2.403102, -1.677525], [-2.589695, 1.092502, -0.912631], [-2.329186, -2.070211, -0.363768], [-1.740775, -5.435102, -0.075629], [0.362538, -4.556709, 0.982316], [0.800378, -2.111532, 1.034746], [0.142890, -0.016850, 0.889408], [0.105454, 2.157228, 0.918784], [-0.917644, 4.351081, 0.434526], [-3.129780, 4.478495, -0.754382], [-3.021765, 0.220825, -1.394337], [-3.134865, -1.411486, -0.665784], [2.045420, 0.355454, 0.329011], [2.577838, 1.235224, 1.259200], [1.823592, 1.801022, 2.079114], [4.009298, 1.486653, 1.208126], [4.773769, 0.975019, 0.192293], [4.160238, 0.172715, -0.790009], [2.788471, -0.109726, -0.654507], [4.394816, 2.129542, 1.989630], [5.842371, 1.187343, 0.144016], [4.708294, -0.248241, -1.631470], [2.289583, -0.752619, -1.389772]],
  "forces_ev_per_a": [[1.01, 0.45, 0.62], [-0.77, 0.15, -0.34], [0.36, 0.74, 0.21], [-0.24, -0.38, -0.20], [-0.18, 0.70, 0.01], [-0.41, -1.60, -0.26], [0.02, 0.53, 0.40], [-0.43, 1.00, -0.70], [0.33, -0.76, 0.28], [-0.58, 0.42, -0.28], [0.67, -0.55, 0.37], [-0.64, -0.62, -0.27], [1.16, -0.07, 0.31], [-0.05, 0.48, 0.34], [0.56, -0.34, 0.09], [-0.02, 0.18, -0.02], [-0.18, 0.19, -0.19], [-0.30, -0.12, -0.12], [0.04, 0.13, -0.07], [-0.07, 0.00, 0.01], [-0.15, -0.23, -0.06], [0.01, -0.17, -0.06], [-0.06, 0.44, 0.10], [0.10, -0.38, 0.06], [-0.45, 0.34, 0.53], [0.48, -0.12, -0.52], [-0.37, -0.03, 0.15], [-0.52, -0.11, -0.04], [-0.33, -0.08, 0.05], [-0.78, -0.49, -0.35], [1.77, 0.14, -0.35], [0.14, -0.04, -0.08], [-0.22, -0.04, -0.01], [-0.06, 0.14, 0.24], [0.15, 0.10, 0.16]],
  "lowdin_charge": [0.04, -0.22, 0.04, -0.04, 0.01, -0.16, 0.13, -0.15, 0.03, -0.03, 0.04, -0.22, 0.04, 0.08, 0.08, 0.13, 0.12, 0.13, 0.09, 0.10, 0.12, 0.13, 0.11, 0.11, 0.05, -0.53, -0.09, -0.04, -0.12, -0.13, -0.20, 0.10, 0.10, 0.08, 0.09]
}

=====

# 3
{
  "formula": "C18H14BF4LaN7O2",
  "method": "the ωB97M-V functional and the def2-TZVPD basis",
  "e_homo_ev": -10.06,
  "de_lowest_kcal_mol": 9.3,
  "fmax_ha_per_bohr": 0.0329,
  "lumo_ev": -3.979,
  "total_charge": 1,
  "elements": ["La", "O", "C", "O", "C", "C", "C", "N", "C", "C", "C", "C", "C", "C", "C", "N", "C", "C", "C", "C", "C", "N", "H", "H", "H", "H", "H", "H", "H", "H", "H", "H", "F", "B", "F", "F", "F", "N", "C", "N", "N", "C", "N", "H", "H", "H", "H"],
  "positions_angstrom": [[0.646464, 0.304664, 0.192632], [-1.844348, 5.503211, 4.799850], [-1.731044, 5.705272, 3.577909], [-1.944031, 6.694170, 2.854102], [-1.287965, 4.461589, 2.795058], [-1.029600, 3.263827, 3.447952], [-0.602129, 2.176018, 2.725868], [-0.402157, 2.242982, 1.389702], [-0.710102, 3.388714, 0.740312], [-1.154610, 4.501321, 1.412743], [-0.631643, 3.343339, -0.748298], [-0.778318, 4.489320, -1.515832], [-0.806825, 4.382367, -2.893171], [-0.694783, 3.131189, -3.483272], [-0.519388, 2.042615, -2.660288], [-0.476370, 2.132436, -1.321281], [-0.429257, 0.830996, 3.350762], [-0.447552, 0.650113, 4.723298], [-0.381585, -0.633121, 5.240415], [-0.334599, -1.719266, 4.379877], [-0.314736, -1.463720, 3.028299], [-0.332171, -0.224867, 2.513672], [-1.212887, 3.253312, 4.514460], [-1.434348, 5.431808, 0.936254], [-0.875813, 5.453245, -1.038824], [-0.926485, 5.270277, -3.500298], [-0.737470, 2.999509, -4.554939], [-0.412048, 1.051024, -3.079389], [-0.516178, 1.502455, 5.382894], [-0.379519, -0.781016, 6.312543], [-0.307405, -2.737068, 4.741307], [-0.280195, -2.281172, 2.318858], [3.696311, -2.420219, 0.317712], [2.699905, -1.686809, 0.859846], [1.433993, -1.927203, 0.096693], [2.932487, -0.243068, 0.624293], [2.404419, -1.822881, 2.176486], [4.746811, -1.743887, -2.389563], [4.716587, -0.807782, -3.342425], [5.648973, -0.810722, -4.287968], [3.788030, 0.154775, -3.416192], [2.825390, 0.188666, -2.569289], [1.884009, 0.359574, -1.895476], [5.467975, -2.443746, -2.362567], [4.084723, -1.740754, -1.628967], [6.390469, -1.487640, -4.313469], [5.610422, -0.097747, -4.996210]],
  "forces_ev_per_a": [[-1.20, 1.19, -0.08], [0.17, 0.03, -0.34], [-0.60, 0.49, 0.34], [0.20, -0.28, 0.16], [0.29, -0.33, -0.24], [-0.08, 0.19, 0.18], [0.11, -0.26, -0.18], [-0.12, 0.00, 0.07], [0.10, -0.29, -0.11], [-0.06, 0.25, 0.12], [-0.07, -0.09, 0.12], [0.00, 0.08, -0.01], [-0.01, 0.04, -0.08], [-0.04, 0.08, -0.01], [-0.02, -0.05, 0.14], [0.04, 0.03, 0.04], [-0.09, 0.01, -0.10], [0.03, 0.03, 0.11], [-0.01, -0.02, 0.07], [-0.05, 0.06, 0.10], [0.03, 0.06, -0.11], [-0.12, -0.07, 0.18], [0.01, 0.01, -0.01], [0.02, 0.00, 0.01], [0.01, -0.02, -0.03], [0.00, -0.02, 0.00], [0.00, 0.02, 0.02], [0.05, -0.01, 0.00], [0.03, -0.02, 0.00], [-0.01, 0.00, -0.02], [-0.01, 0.03, 0.01], [0.08, 0.00, -0.02], [-0.10, 0.12, 0.01], [0.11, -0.14, 0.23], [0.44, -0.48, 0.19], [0.20, -0.35, 0.17], [0.20, -0.20, -0.15], [-0.06, 0.14, -0.14], [-0.07, -0.07, 0.17], [0.04, 0.05, -0.09], [0.08, -0.34, 0.24], [-0.16, 0.44, -0.37], [0.54, -0.25, -0.63], [0.01, 0.00, 0.02], [0.09, -0.05, 0.02], [0.01, 0.02, 0.00], [0.01, -0.01, -0.01]],
  "lowdin_charge": [2.30, -0.01, -0.67, -0.01, -0.04, 0.08, -0.19, -0.05, -0.20, 0.08, -0.20, 0.02, -0.01, -0.03, -0.15, -0.05, -0.20, 0.02, 0.00, -0.02, -0.13, -0.06, 0.12, 0.12, 0.12, 0.13, 0.12, 0.10, 0.12, 0.13, 0.12, 0.12, 0.21, -1.21, -0.10, -0.07, 0.20, 0.22, -0.45, 0.20, 0.15, -0.30, -0.02, 0.13, 0.09, 0.13, 0.13]
}